The following is a quantum chemistry calculation of a structure of composition C14H34FeO4S3SeSi2Te at a distorted geometry, from OMol25.

Results
Largest force on an atom (Eh/bohr): 0.024
Spin multiplicity: 5
Energy relative to the best compared isomer or geometry (same formula, charge and spin) (kcal/mol): 21.1
Net charge: 0
LUMO level (spin up / spin down) (eV): 0.0180 / -0.2845
M (g mol⁻¹): 681.20
E_tot (eV): -178546.897

CARTESIAN COORDINATES (ANGSTROEM)
Te  2.435  -0.027  -1.943
Se  -0.479  -1.271  -0.949
Fe  0.937  0.809  0.080
S  -0.022  0.298  2.733
S  0.044  3.914  4.030
S  -0.844  2.753  0.431
Si  4.866  1.789  -0.220
Si  3.941  -3.078  -2.088
O  0.451  -1.185  0.453
O  -0.715  0.381  -1.153
O  -1.849  -2.075  -0.739
O  0.511  -1.805  -2.138
C  0.761  4.086  2.368
C  -1.672  0.579  2.046
C  5.742  3.411  -0.508
C  -0.166  1.116  4.357
C  3.363  -1.679  -0.953
C  -1.966  2.030  1.684
C  4.316  1.075  -1.852
C  5.984  0.604  0.693
C  5.490  -3.777  -1.308
C  3.377  2.145  0.880
C  2.620  -4.374  -2.189
C  0.724  2.333  4.595
C  -0.279  4.258  1.266
C  4.369  -2.440  -3.790
H  -1.889  2.669  2.563
H  2.502  -4.882  -1.228
H  3.640  2.800  1.714
H  6.571  1.130  1.450
H  5.071  0.376  -2.224
H  0.095  0.339  5.077
H  5.220  -1.753  -3.760
H  5.420  -0.185  1.197
H  0.875  2.464  5.667
H  4.192  -1.260  -0.383
H  -1.164  4.779  1.632
H  2.988  1.215  1.321
H  6.595  3.271  -1.177
H  6.684  0.125  0.003
H  -2.976  2.105  1.282
H  3.523  -1.915  -4.239
H  4.231  1.868  -2.601
H  5.288  -4.175  -0.310
H  2.864  -5.126  -2.944
H  1.664  -3.913  -2.448
H  -1.744  -0.070  1.174
H  4.633  -3.272  -4.447
H  2.593  2.658  0.304
H  5.889  -4.594  -1.917
H  1.417  4.957  2.390
H  6.115  3.843  0.424
H  2.606  -2.056  -0.264
H  1.708  2.199  4.144
H  -2.405  0.221  2.769
H  6.269  -3.015  -1.218
H  5.071  4.137  -0.975
H  -1.213  1.373  4.511
H  1.369  3.207  2.182
H  0.136  4.859  0.455

Charges in e, computed with natural (NBO), in the same order as the atoms:
1 Te 0.682
2 Se 2.742
3 Fe 1.232
4 S 0.228
5 S 0.188
6 S 0.233
7 Si 1.663
8 Si 1.659
9 O -1.161
10 O -1.144
11 O -1.000
12 O -1.073
13 C -0.550
14 C -0.548
15 C -1.115
16 C -0.551
17 C -1.140
18 C -0.540
19 C -1.219
20 C -1.123
21 C -1.113
22 C -1.134
23 C -1.131
24 C -0.534
25 C -0.547
26 C -1.128
27 H 0.237
28 H 0.238
29 H 0.252
30 H 0.243
31 H 0.249
32 H 0.230
33 H 0.229
34 H 0.240
35 H 0.234
36 H 0.231
37 H 0.233
38 H 0.220
39 H 0.243
40 H 0.243
41 H 0.240
42 H 0.247
43 H 0.250
44 H 0.237
45 H 0.235
46 H 0.277
47 H 0.270
48 H 0.243
49 H 0.213
50 H 0.238
51 H 0.226
52 H 0.238
53 H 0.278
54 H 0.222
55 H 0.235
56 H 0.229
57 H 0.237
58 H 0.227
59 H 0.223
60 H 0.235

The following is a quantum chemistry calculation of a structure of composition C14H34O13V at a distorted geometry, from OMol25.

Results
Largest force on an atom (Eh/bohr): 0.201
Net charge: -3
LUMO level (eV): 6.2011
M (g mol⁻¹): 461.36
E_tot (eV): -67369.121

CARTESIAN COORDINATES (ANGSTROEM)
V  21.227  -4.085  -21.719
O  18.894  -1.753  -20.053
O  18.863  -4.920  -21.266
O  23.434  -1.073  -21.352
O  24.848  -6.501  -24.763
O  21.515  -4.959  -17.880
O  20.518  -3.030  -19.609
O  22.762  -3.980  -21.430
O  20.874  -3.994  -23.290
O  20.643  -6.094  -20.937
O  17.460  -3.190  -22.728
O  20.551  -1.801  -21.427
O  16.767  -3.862  -25.754
O  19.118  -6.016  -19.480
C  23.124  0.719  -22.846
C  17.485  -4.893  -26.357
C  20.138  -2.007  -20.240
C  17.201  -6.165  -25.601
C  26.773  -5.422  -23.760
C  25.269  -5.422  -23.936
C  22.799  0.990  -20.316
C  23.768  -4.316  -17.872
C  24.615  -4.083  -24.323
C  19.345  -5.976  -20.761
C  22.679  -5.690  -16.032
C  18.942  -4.332  -26.446
C  22.533  -4.514  -16.973
C  23.599  0.327  -21.435
H  22.479  -1.263  -21.270
H  21.759  0.664  -20.326
H  16.136  -6.371  -25.742
H  23.225  0.671  -19.363
H  24.855  -5.643  -22.945
H  27.030  -4.462  -23.309
H  24.682  -3.773  -25.371
H  18.063  -3.885  -22.365
H  17.389  -6.078  -24.529
H  19.598  -5.184  -26.645
H  27.313  -5.469  -24.711
H  23.615  -4.626  -18.904
H  25.036  -3.213  -23.811
H  22.917  2.072  -20.425
H  27.143  -6.250  -23.154
H  22.101  -3.680  -16.411
H  17.144  -4.978  -27.396
H  19.143  -3.471  -27.083
H  23.191  -6.572  -16.420
H  19.253  -3.932  -25.480
H  21.325  -4.095  -18.299
H  25.426  -7.217  -24.481
H  23.590  0.214  -23.691
H  16.591  -3.448  -22.415
H  21.709  -6.021  -15.659
H  17.185  -3.573  -24.923
H  24.647  -4.827  -17.466
H  17.645  -7.126  -25.878
H  23.283  -5.352  -15.178
H  22.070  0.439  -22.929
H  23.193  1.810  -22.932
H  23.573  -3.983  -24.025
H  23.978  -3.245  -17.955
H  24.668  0.563  -21.435

Charges in e, computed with Löwdin, in the same order as the atoms:
1 V 0.954
2 O -0.123
3 O -0.148
4 O -0.081
5 O -0.054
6 O -0.078
7 O -0.108
8 O -0.384
9 O -0.421
10 O -0.201
11 O -0.087
12 O -0.134
13 O -0.087
14 O -0.139
15 C -0.074
16 C -0.509
17 C -0.952
18 C -0.062
19 C -0.081
20 C -0.481
21 C -0.056
22 C -0.047
23 C -0.042
24 C -0.834
25 C -0.100
26 C -0.046
27 C -0.476
28 C -0.506
29 H 0.044
30 H 0.085
31 H 0.065
32 H 0.073
33 H 0.135
34 H 0.074
35 H 0.068
36 H -0.007
37 H 0.090
38 H 0.069
39 H 0.068
40 H 0.071
41 H 0.074
42 H 0.059
43 H 0.067
44 H 0.131
45 H 0.114
46 H 0.065
47 H 0.068
48 H 0.063
49 H 0.048
50 H 0.066
51 H 0.066
52 H 0.018
53 H 0.070
54 H 0.065
55 H 0.050
56 H 0.065
57 H 0.055
58 H 0.082
59 H 0.054
60 H 0.058
61 H 0.065
62 H 0.117

The following is a quantum chemistry calculation of a structure of composition C14H34O16S3V at a distorted geometry, from OMol25.

Results
Largest force on an atom (Eh/bohr): 0.080
Energy relative to the best compared isomer or geometry (same formula, charge and spin) (kcal/mol): 0.0
Net charge: -1
LUMO level (eV): 2.1560
M (g mol⁻¹): 605.56
E_tot (eV): -106023.538

CARTESIAN COORDINATES (ANGSTROEM)
V  -1.193  -1.052  1.364
S  -0.201  -1.965  -2.955
S  -3.652  4.957  1.376
S  3.904  -0.026  1.565
O  -3.135  -0.625  -0.068
O  -4.752  5.283  0.480
O  -2.909  5.951  2.219
O  -2.507  4.227  0.420
O  0.365  -1.169  -4.266
O  -1.457  0.233  3.332
O  -3.332  -2.015  1.611
O  3.046  -0.858  2.431
O  0.151  -3.376  -3.072
O  -0.200  -1.490  3.635
O  3.262  -3.667  0.582
O  -0.566  0.288  0.731
O  -0.438  -2.385  0.877
O  4.889  -1.061  0.754
O  0.196  -1.263  -1.744
O  4.722  1.062  2.154
C  -2.643  2.943  -0.110
C  -4.189  3.515  2.483
C  -0.812  -0.316  5.613
C  5.947  -0.580  -0.010
C  7.292  -0.754  0.701
C  -0.010  0.155  -4.370
C  -1.718  2.763  -1.259
C  2.907  0.604  0.201
C  0.809  0.752  -5.493
C  -0.812  -0.552  4.071
C  -5.346  -1.209  0.658
C  -2.128  -1.698  -3.058
C  2.453  -4.387  -0.284
C  -3.844  -1.296  0.690
H  -4.577  2.758  1.801
H  -2.236  -0.645  -2.798
H  2.487  -4.009  -1.306
H  8.121  -0.596  0.012
H  -2.578  -2.344  -2.304
H  7.342  -1.740  1.162
H  5.948  -1.185  -0.916
H  5.841  0.465  -0.301
H  7.515  -0.068  1.519
H  -0.696  2.826  -0.887
H  2.554  -0.198  -0.447
H  -3.616  2.721  -0.549
H  -5.684  -1.574  -0.311
H  2.751  -5.433  -0.347
H  -5.850  -1.685  1.499
H  -2.513  -1.927  -4.052
H  0.307  0.533  -3.398
H  -1.606  -0.906  6.070
H  1.399  -4.252  -0.039
H  2.063  1.095  0.685
H  -2.501  2.223  0.695
H  4.167  -3.711  0.265
H  1.851  0.450  -5.386
H  -1.080  0.310  -4.505
H  -0.838  0.724  5.937
H  0.835  1.841  -5.462
H  0.511  0.439  -6.493
H  -3.283  3.194  2.996
H  -5.003  3.868  3.116
H  -1.881  1.793  -1.730
H  0.182  -0.628  5.935
H  3.463  1.245  -0.483
H  -1.806  3.603  -1.948
H  -5.685  -0.174  0.709

Charges in e, computed with Löwdin, in the same order as the atoms:
1 V 0.997
2 S 0.683
3 S 0.715
4 S 0.690
5 O -0.037
6 O -0.323
7 O -0.334
8 O -0.259
9 O -0.262
10 O -0.085
11 O -0.064
12 O -0.272
13 O -0.301
14 O 0.024
15 O -0.105
16 O -0.353
17 O -0.329
18 O -0.277
19 O -0.309
20 O -0.323
21 C -0.339
22 C -0.079
23 C -0.002
24 C -0.310
25 C -0.072
26 C -0.332
27 C -0.068
28 C -0.108
29 C -0.061
30 C -0.759
31 C -0.005
32 C -0.060
33 C -0.183
34 C -0.718
35 H 0.050
36 H 0.036
37 H 0.064
38 H 0.070
39 H 0.061
40 H 0.077
41 H 0.121
42 H 0.112
43 H 0.072
44 H 0.081
45 H 0.069
46 H 0.121
47 H 0.077
48 H 0.071
49 H 0.078
50 H 0.057
51 H 0.114
52 H 0.071
53 H 0.075
54 H 0.064
55 H 0.105
56 H 0.066
57 H 0.081
58 H 0.115
59 H 0.063
60 H 0.078
61 H 0.077
62 H 0.072
63 H 0.062
64 H 0.075
65 H 0.067
66 H 0.063
67 H 0.083
68 H 0.071